25
Properties=species:S:1:pos:R:3:mulliken_charge:R:1 method="wB97M-V/def2-TZVPD" e_above_lowest_kj_mol=24.2 total_energy_ev=-9581.909 gap_ev=6.80 homo_energy_ev=-2.6 charge=-1
C 0.08731 0.40323 2.94134 -1.23
C 0.26170 -2.71604 0.65404 -1.22
C -0.34602 -1.65840 1.55658 -0.30
C 0.70524 -0.65910 2.03021 -0.18
H -0.50930 1.08639 2.33247 0.23
H 0.85053 1.00260 3.44282 0.35
H -0.58334 -0.08093 3.65938 0.33
H -0.47098 -3.39230 0.20469 0.33
H 0.97440 -3.36992 1.17746 0.34
H 0.83143 -2.20132 -0.12494 0.24
H -0.92333 -2.12770 2.37384 0.42
H -1.05999 -1.05581 0.98446 0.21
H 1.50430 -1.19148 2.56912 0.45
H 1.10176 -0.18768 1.13110 0.02
C 0.58511 0.78621 -1.51711 -0.55
O -0.15465 0.67162 -0.40090 -0.73
C 0.17523 1.93539 -2.44447 -0.39
C -1.30023 1.80604 -2.82893 -1.08
H 0.58192 -0.12926 -2.18459 0.13
H 1.69541 0.86878 -1.34243 0.19
H 0.75095 1.89868 -3.38453 0.28
H 0.29596 2.93708 -2.00988 0.34
H -1.70358 2.66390 -3.38306 0.35
H -1.88558 1.73764 -1.91275 0.22
H -1.46423 0.97237 -3.52393 0.26